Record 1
Computed, not measured: a molecular structure, C29H38N7O3PRe, with ωB97M-V with the def2-TZVPD basis set.

Last column: Löwdin charge in e.
Geometry (Å):
Re 0.237979 -0.474008 -0.121782  1.460
C 2.777400 -2.075077 1.195039  0.014
O 2.007798 -0.844860 1.055202  -0.317
C 2.223903 0.177859 1.994252  -0.224
C 3.264618 0.193166 2.895030  0.025
C 3.370415 1.288352 3.750786  0.003
C 2.455328 2.329741 3.693433  -0.014
C 1.405204 2.298209 2.789252  0.021
C 1.288115 1.210998 1.933613  -0.188
N 0.231755 1.037798 0.973538  -0.157
N -0.784596 1.933522 1.168674  0.138
C -1.888792 1.953776 0.499504  -0.080
C -2.231873 1.070198 -0.665006  -0.254
O -1.374033 0.212047 -1.105859  -0.194
C -3.447651 1.226754 -1.311793  0.034
C -4.351521 2.180202 -0.882758  0.105
C -4.103273 3.055362 0.199544  -0.159
C -5.065638 4.002077 0.572420  0.056
C -4.826809 4.856102 1.639804  0.012
C -3.633142 4.756979 2.336668  0.019
C -2.663892 3.814089 1.979593  0.032
C -2.880785 2.964336 0.908471  -0.089
H 3.834112 -1.859856 1.052167  0.113
H 2.415811 -2.748269 0.423749  0.098
H 2.602469 -2.499984 2.181687  0.122
H 3.984104 -0.610399 2.958429  0.131
H 4.181182 1.319898 4.466048  0.139
H 2.557328 3.173309 4.361822  0.135
H 0.690437 3.104956 2.744278  0.113
H -3.670647 0.583027 -2.151600  0.140
H -5.301872 2.265832 -1.399290  0.154
H -5.996898 4.062156 0.022924  0.143
H -5.568406 5.589203 1.926229  0.139
H -3.443191 5.416025 3.173581  0.136
H -1.749072 3.754856 2.550450  0.115
C 3.183602 2.402061 -3.701946  -0.070
N 2.003393 1.625896 -4.334142  -0.053
C 2.573334 0.343700 -4.987346  -0.069
N 3.295442 -0.411624 -4.024639  -0.133
C 4.395792 0.369447 -3.456589  -0.108
N 3.881788 1.566528 -2.788706  -0.133
C 3.161435 1.280813 -1.560025  -0.250
P 1.674731 0.247735 -1.966286  0.975
C 0.952737 1.301642 -3.312579  -0.204
C 2.466011 -1.058237 -3.021617  -0.250
H 2.770375 3.287886 -3.220766  0.156
H 3.829116 2.696985 -4.528911  0.163
H 1.583359 2.206273 -5.066756  0.198
H 3.230300 0.679986 -5.789114  0.163
H 1.733204 -0.210258 -5.404795  0.157
H 5.070032 0.670200 -4.258136  0.159
H 4.956752 -0.238922 -2.749557  0.152
H 2.846841 2.206044 -1.072466  0.116
H 3.807548 0.741136 -0.865393  0.113
H 0.568477 2.236365 -2.900940  0.118
H 0.131514 0.778071 -3.804714  0.119
H 1.702141 -1.674722 -3.499461  0.116
H 3.082380 -1.709439 -2.399323  0.113
C -1.140978 -1.669473 3.024870  0.012
N -1.639306 -2.835659 2.300908  -0.042
C -2.534683 -3.783172 3.002416  -0.094
C -2.400363 -5.158444 2.385492  -0.121
C -2.636810 -5.074764 0.894420  -0.095
N -1.792277 -4.017179 0.292864  -0.042
C -1.534366 -4.163277 -1.137169  0.017
C -1.347710 -3.011247 1.019349  -0.360
O -0.538611 -2.125719 0.453849  -0.202
H -1.401792 -1.784143 4.072803  0.113
H -1.603397 -0.746748 2.664485  0.093
H -0.054791 -1.596638 2.956760  0.088
H -3.559434 -3.410275 2.943748  0.148
H -2.234945 -3.795840 4.047892  0.139
H -3.128180 -5.833839 2.832381  0.145
H -1.408999 -5.566549 2.590386  0.137
H -3.679261 -4.850902 0.658144  0.149
H -2.371567 -6.008743 0.401294  0.144
H -0.908371 -5.038399 -1.309857  0.115
H -1.046354 -3.280898 -1.536597  0.072
H -2.483978 -4.304026 -1.652328  0.116

Atoms 1-6, force components in eV/Å:
Re -0.08 0.03 -0.02
C 0.04 -0.05 -0.03
O -0.06 0.03 0.07
C -0.03 0.00 -0.03
C -0.01 -0.01 0.00
C 0.00 -0.03 -0.02

Summary:
E_HOMO (alpha / beta)	-18.80 / -18.88	eV
spin multiplicity	2
E	-2155.0845	hartree
largest force on an atom	0.3	eV/Å
total charge	+4



Record 2
Computed, not measured: C17H24N2O4 in the gas phase, with ωB97M-V with the def2-TZVPD basis set.

Last column: Löwdin charge in e.
Geometry (Å):
C 5.008908 4.107872 -3.077799  -0.081
H 6.008633 4.110095 -3.509104  0.095
O 4.907749 2.900823 -2.364017  -0.061
C 3.751146 2.632730 -1.705495  -0.199
C 2.632025 3.450180 -1.680881  -0.008
C 1.499670 3.085875 -0.973261  -0.029
C 1.453395 1.888894 -0.267925  -0.223
C 2.584191 1.058978 -0.297132  0.031
C 3.721012 1.408766 -0.996027  -0.193
O 4.858461 0.663842 -1.072259  -0.063
C 4.903924 -0.559774 -0.383343  -0.084
H 4.145412 -1.259297 -0.751151  0.097
H 4.777721 -0.421037 0.695807  0.097
H 5.893617 -0.969298 -0.578900  0.095
H 2.551728 0.129092 0.249598  0.107
C 0.298390 1.455463 0.495764  -0.037
C -0.834926 2.140287 0.686324  0.009
C -1.976660 1.706068 1.517303  -0.499
O -2.753279 2.508292 2.007007  0.048
N -2.085930 0.368634 1.730054  0.060
H -1.562345 -0.278185 1.161380  0.117
C -3.216405 -0.208615 2.412677  -0.163
H -2.867137 -0.778827 3.280192  0.111
H -3.840883 0.616094 2.763811  0.120
C -4.010496 -1.105604 1.459001  -0.177
N -3.142051 -2.104615 0.853877  -0.188
C -2.868698 -3.225129 1.739729  -0.166
C -1.855928 -4.155162 1.071530  -0.198
O -2.329813 -4.631060 -0.164984  -0.131
C -2.627964 -3.556404 -1.023879  -0.198
C -3.660938 -2.613921 -0.405347  -0.170
H -3.837447 -1.776062 -1.083112  0.125
H -4.608658 -3.161632 -0.261600  0.132
H -3.011107 -3.996997 -1.945595  0.125
H -1.710296 -2.989001 -1.243597  0.125
H -1.673608 -5.035490 1.690053  0.126
H -0.910276 -3.610646 0.922871  0.125
H -2.452110 -2.854822 2.677180  0.118
H -3.789963 -3.792917 1.961459  0.132
H -4.857978 -1.561868 1.995834  0.126
H -4.410787 -0.481607 0.656399  0.125
H -0.960310 3.136526 0.289218  0.108
H 0.412986 0.484313 0.963691  0.109
H 0.649528 3.748060 -0.977713  0.106
H 2.632069 4.386705 -2.215343  0.105
H 4.897187 4.976039 -2.419876  0.097
H 4.268240 4.164341 -3.882420  0.097

Atoms 1-6, force components in eV/Å:
C 0.00 0.23 -0.13
H -0.08 0.04 0.01
O -0.16 -0.33 0.25
C 0.08 -0.18 0.07
C 0.28 0.03 -0.13
C -0.12 -0.31 0.23

Summary:
E_HOMO	-7.93	eV
spin multiplicity	1
SMILES	COc1ccc(/C=C/C(=O)NCCN2CCOCC2)cc1OC
E	-1072.6172	hartree
largest force on an atom	0.7	eV/Å



Record 3
Computed, not measured: 10 unconnected molecules or ions with the total composition C40H100O20, with ωB97M-V with the def2-TZVPD basis set.

Last column: Löwdin charge in e.
Geometry (Å):
C -2.615393 1.286163 -1.084785  -0.077
O -1.931383 0.242523 -0.409965  -0.189
C -0.861153 -0.429217 -1.165205  -0.138
C 0.182407 -1.064907 -0.236305  -0.201
O 0.741897 -0.035477 0.568255  -0.169
C 1.641497 -0.584107 1.526065  -0.086
H -3.468573 1.623733 -0.496365  0.072
H -3.030443 0.995803 -2.049945  0.075
H -1.993623 2.177053 -1.173095  0.075
H -0.414033 0.282943 -1.858755  0.117
H -1.225243 -1.142537 -1.904605  0.091
H 1.019527 -1.540977 -0.746895  0.129
H -0.300853 -1.880647 0.301385  0.101
H 1.697927 0.095213 2.376625  0.093
H 2.655497 -0.845657 1.223585  0.085
H 1.258197 -1.477667 2.018735  0.067
C -0.711553 -7.028917 -0.068365  -0.028
O -0.641773 -6.103107 -1.186125  -0.151
C -1.450793 -4.990677 -1.013635  -0.187
C -1.482793 -4.019327 -2.234335  -0.067
O -1.934283 -4.651037 -3.417475  0.073
C -3.353733 -4.721157 -3.670355  0.065
H -0.099933 -6.562987 0.704245  0.097
H -0.259203 -7.956917 -0.418075  0.104
H -1.719533 -7.182517 0.316975  0.095
H -1.459923 -4.528317 -0.026595  0.121
H -2.429693 -5.453607 -0.888905  0.123
H -0.477333 -3.755657 -2.562405  0.157
H -2.011603 -3.083587 -2.053075  0.125
H -3.852833 -5.336707 -2.921965  0.139
H -3.576313 -5.067497 -4.679615  0.128
H -3.683813 -3.693697 -3.517125  0.099
C 3.108367 -3.992207 3.533335  -0.066
O 3.498677 -3.954167 4.964695  -0.193
C 4.679267 -4.768317 5.056245  -0.214
C 5.316727 -4.621317 6.448385  -0.159
O 5.988547 -3.340717 6.540755  -0.206
C 5.162697 -2.223487 6.684275  -0.111
H 3.865137 -3.571457 2.871235  0.068
H 2.241597 -3.345197 3.398445  0.068
H 2.855817 -5.022377 3.282235  0.082
H 5.423257 -4.413497 4.343025  0.119
H 4.537957 -5.813447 4.780875  0.117
H 6.079587 -5.379707 6.624465  0.122
H 4.639657 -4.711737 7.297795  0.123
H 4.392207 -2.157217 5.916125  0.070
H 5.898797 -1.432607 6.540245  0.089
H 4.800337 -2.290517 7.710095  0.098
C 1.103327 2.550963 8.075555  -0.111
O 2.207497 2.104613 7.257895  -0.170
C 1.965777 2.358933 5.853775  -0.179
C 3.219687 2.065173 4.948915  -0.189
O 3.674307 0.719343 5.075975  -0.197
C 4.938127 0.494513 4.462915  -0.088
H 0.717567 3.550243 7.873785  0.072
H 1.254387 2.563863 9.154955  0.087
H 0.181837 2.026033 7.823755  0.078
H 1.604887 3.382573 5.753645  0.114
H 1.148537 1.773473 5.432515  0.112
H 3.942367 2.840343 5.203765  0.120
H 2.949997 2.264033 3.911695  0.112
H 4.791907 0.806613 3.428845  0.065
H 4.960507 -0.591357 4.370825  0.071
H 5.710887 0.873763 5.131575  0.105
C -2.856443 -3.611867 2.807415  -0.091
O -3.286213 -2.262597 3.039895  -0.166
C -2.512753 -1.278627 2.378855  -0.196
C -2.958853 0.133543 2.790065  -0.191
O -2.880363 0.376183 4.189135  -0.183
C -3.790013 1.367373 4.692045  -0.090
H -3.378743 -4.392317 3.360755  0.091
H -1.796643 -3.620517 3.062065  0.084
H -2.938053 -3.962427 1.778555  0.054
H -2.813933 -1.361337 1.334555  0.109
H -1.435613 -1.312347 2.542335  0.120
H -4.012783 0.208823 2.522365  0.107
H -2.410713 0.922273 2.274735  0.123
H -4.816693 1.265013 4.340545  0.080
H -3.383813 2.319773 4.351405  0.083
H -3.874283 1.426043 5.777205  0.086
C -6.996833 -3.816777 -4.498585  -0.125
O -5.908633 -3.138757 -3.975125  -0.209
C -6.118493 -1.775997 -3.571785  -0.147
C -4.844233 -1.005727 -3.084945  -0.142
O -3.961543 -0.604137 -4.199375  -0.194
C -4.351183 0.570303 -4.916245  -0.098
H -6.885413 -4.825137 -4.897205  0.092
H -7.463783 -3.230057 -5.289665  0.090
H -7.829723 -3.908307 -3.801425  0.089
H -6.858473 -1.732247 -2.772655  0.133
H -6.523573 -1.183987 -4.392475  0.113
H -4.293903 -1.643917 -2.393595  0.102
H -5.101243 -0.242027 -2.350915  0.108
H -4.497263 1.421623 -4.251395  0.073
H -5.284353 0.537273 -5.478555  0.067
H -3.534373 0.891953 -5.562355  0.094
C -6.132813 1.986793 0.300275  -0.108
O -6.538203 1.813623 -1.070165  -0.204
C -7.282643 2.950413 -1.530025  -0.170
C -7.486013 2.756633 -3.065075  -0.201
O -8.312323 1.639753 -3.374055  -0.172
C -8.378243 1.507623 -4.802885  -0.103
H -5.422503 2.799893 0.450055  0.086
H -5.646053 1.061673 0.609045  0.071
H -6.977993 2.074953 0.982905  0.091
H -6.686723 3.845973 -1.354065  0.120
H -8.239233 3.092573 -1.027205  0.127
H -6.534993 2.724543 -3.596705  0.107
H -7.986743 3.630023 -3.482895  0.120
H -8.834073 2.348913 -5.324955  0.091
H -9.030793 0.667053 -5.038935  0.087
H -7.418763 1.235463 -5.242675  0.061
C 5.952797 -2.333547 0.041855  -0.127
O 5.482617 -1.130257 -0.502575  -0.167
C 5.754507 -0.006267 0.313685  -0.220
C 5.117317 1.252693 -0.197335  -0.164
O 4.990367 2.277953 0.834645  -0.197
C 6.195437 2.634853 1.504655  -0.115
H 5.415227 -2.681667 0.923865  0.066
H 6.995657 -2.351537 0.358415  0.090
H 5.891767 -3.200877 -0.615505  0.087
H 6.836147 0.112073 0.378175  0.130
H 5.391937 -0.220127 1.319125  0.112
H 4.091747 1.166693 -0.556395  0.118
H 5.645967 1.665663 -1.056445  0.123
H 6.992737 2.797733 0.779475  0.090
H 6.583347 1.857973 2.163495  0.068
H 6.040137 3.499253 2.150245  0.092
C 6.907647 1.478783 -6.816225  -0.139
O 6.258897 1.455253 -5.560485  -0.178
C 4.813097 1.381613 -5.759665  -0.158
C 4.060747 1.480383 -4.389795  -0.180
O 2.644127 1.579003 -4.528735  -0.196
C 1.974927 2.258753 -3.502455  -0.112
H 6.553417 2.276403 -7.469235  0.082
H 6.849897 0.549193 -7.382475  0.084
H 7.977997 1.684053 -6.799025  0.085
H 4.549177 0.466573 -6.289895  0.118
H 4.511397 2.146943 -6.474755  0.116
H 4.478737 2.238703 -3.727725  0.116
H 4.290117 0.589733 -3.804785  0.117
H 0.905497 2.363723 -3.685225  0.087
H 2.513047 3.206623 -3.494375  0.092
H 2.100557 1.746493 -2.548555  0.072
C 1.745317 7.112793 -2.988055  -0.085
O 1.153027 5.788423 -3.036625  -0.186
C 0.017137 5.638033 -2.149585  -0.183
C 0.298517 5.669093 -0.623655  -0.222
O 1.141957 4.631133 -0.196585  -0.167
C 0.524787 3.294593 -0.192535  -0.063
H 2.567527 7.253993 -3.689565  0.084
H 2.188427 7.316893 -2.013325  0.080
H 1.038227 7.885583 -3.289595  0.084
H -0.507623 4.699063 -2.325825  0.101
H -0.760713 6.361573 -2.393565  0.116
H -0.592123 5.754983 -0.001165  0.121
H 0.790537 6.607923 -0.369465  0.112
H 1.167787 2.581453 0.323295  0.080
H 0.337917 2.949303 -1.209365  0.050
H -0.442123 3.233653 0.306935  0.079

Atoms 1-6, force components in eV/Å:
C 0.04 0.25 0.05
O 0.91 -1.29 -0.56
C -0.24 1.33 0.01
C -0.30 1.06 -0.35
O 0.09 -1.13 0.34
C -0.35 0.18 1.33

Summary:
E_HOMO (alpha / beta)	-10.57 / -10.57	eV
spin multiplicity	2
E	-3087.8903	hartree
largest force on an atom	2.7	eV/Å
total charge	+1



Record 4
Computed, not measured: 3 unconnected molecules or ions with the total composition C2H10N3S, with ωB97M-V with the def2-TZVPD basis set.

Last column: Löwdin charge in e.
Geometry (Å):
C -3.104818 -1.343098 0.385805  -0.062
C 0.158021 1.615815 -0.029652  -0.204
N -2.158067 -1.140770 -0.397599  -0.006
N -0.002319 0.359402 -0.115312  0.134
N 1.357652 2.232243 0.059230  0.173
S 3.321257 -0.805179 0.125259  0.495
H -0.808366 2.120955 -0.017597  0.162
H -4.226984 -1.678492 0.217939  0.137
H -1.014331 -0.135418 0.017889  0.084
H -2.336134 -1.264327 -1.411111  0.103
H 0.764300 -0.349345 -0.170456  0.074
H -2.768305 -1.197182 1.403729  0.072
H 1.289921 3.179635 -0.204829  0.104
H 4.334087 -1.425809 0.793360  -0.171
H 2.242344 1.758778 -0.073529  0.070
H 2.951743 -1.927214 -0.583126  -0.165

Atoms 1-6, force components in eV/Å:
C -2.36 -0.84 1.21
C 1.31 0.28 0.18
N 0.18 0.20 -2.17
N -0.81 -3.19 0.54
N -1.94 -0.53 -0.33
S 0.21 -0.99 -0.26

Summary:
E_HOMO	-13.38	eV
spin multiplicity	1
E	-644.3842	hartree
largest force on an atom	3.3	eV/Å
total charge	+1